Record 1
This record from the Open Molecules 2025 dataset describes 8 unconnected molecules or ions with the total composition C39H91N3O18 at a distorted geometry. The level of theory is ωB97M-V/def2-TZVPD.

Expectation value of S²: 0.750
Orbital gap (alpha / beta), eV: 1.5 / 9.6
HOMO energy (alpha / beta), eV: 0.62 / -7.45

```
! RIJCOSX wB97M-V def2-TZVPD def2/J DEFGRID3
* xyz -1 2
H -0.859 5.395 -2.059
H 5.667 2.883 4.527
H -5.683 -3.220 -0.345
C -1.221 2.969 -2.680
O 5.436 -0.228 6.063
H 7.877 4.190 -0.046
H -2.198 1.154 4.689
H -6.010 -0.075 -0.879
H -1.998 -3.208 -2.626
C -4.880 -2.492 -0.232
H 4.058 -1.475 2.159
H 1.482 -0.862 1.075
H 2.155 -5.356 -1.043
H -4.582 -2.125 -1.214
H -0.947 3.332 -3.671
C -0.726 -1.538 -5.047
H -0.208 -5.041 1.194
C -1.100 -0.099 -4.528
H -4.601 -4.607 1.406
H 8.095 2.749 0.768
O 3.340 -0.448 -3.322
H -1.905 2.129 -2.798
O -2.491 0.280 -4.538
H -4.105 1.975 -3.370
H -0.379 2.629 -2.078
H 7.196 4.833 2.140
H 2.773 -4.682 3.400
C -2.170 5.768 -0.333
H 2.873 -4.232 1.718
H 6.263 -0.005 -3.735
C 4.836 -1.010 5.312
H 6.009 0.329 2.684
H 1.282 -1.892 -1.059
H -3.672 0.992 1.902
O -5.740 3.505 -0.170
C -2.797 -4.444 2.236
H -2.226 3.411 0.793
C 6.246 -0.540 3.297
H -2.351 -0.437 -1.683
N 5.107 -1.229 3.981
C 6.581 -0.814 -3.078
C 6.030 1.353 -0.120
H -0.392 0.639 -4.904
O 6.508 2.643 -0.521
H 6.746 0.838 0.520
C -2.966 0.344 -5.840
H -2.276 1.138 -0.919
O -1.833 -3.445 2.618
H -1.916 6.814 -0.504
H 6.523 4.293 4.332
H -2.883 -0.188 0.069
H 5.728 4.670 1.204
C -1.035 -3.043 -3.109
C -0.113 0.561 0.566
H -3.657 1.186 -5.879
H 0.475 -4.272 -4.040
O 0.345 -4.649 -1.917
H 5.108 1.464 0.450
H 6.738 -1.318 2.713
N -5.350 0.484 3.212
C 2.219 -4.690 2.461
O -1.427 -2.567 -4.358
C 2.904 0.920 -3.421
H -1.163 -1.585 -6.044
H -5.281 -1.662 0.350
H 2.727 1.393 -2.455
H 2.247 -4.992 -2.673
H -3.278 -0.026 3.203
C -2.253 3.944 2.927
C 4.336 -2.012 3.067
H -0.939 -5.159 -3.428
H -5.747 -1.596 3.388
H 5.725 -1.488 -3.028
H 4.906 -0.261 -1.076
H -0.839 -0.014 -3.473
H 3.642 1.491 -3.983
H -0.403 4.447 -0.609
H -4.486 -3.117 2.385
O -1.962 3.792 -1.824
H 2.121 -5.750 2.230
H -1.192 4.174 3.020
O -0.879 -0.301 -0.369
H 5.258 1.080 -2.051
C -4.089 0.186 2.507
O 1.739 0.021 -0.787
H -3.005 2.638 5.300
H -7.249 0.817 -1.788
C -5.122 3.037 -1.155
H -1.271 2.641 4.939
H -0.431 0.689 1.600
C 5.722 0.418 -1.321
H 7.326 -1.437 -3.572
C 1.361 0.095 0.569
O -3.751 -3.056 0.424
H -2.791 4.654 3.555
H 1.359 -6.459 -2.223
H -3.202 5.587 -0.633
H -3.747 4.061 1.474
C -0.235 -4.353 -3.217
H -6.957 -0.594 4.300
H -4.284 3.463 -1.727
H 2.737 -2.315 -2.992
H -0.787 -2.001 1.585
O 6.910 -0.307 -1.780
H 3.018 -1.608 -0.772
H 3.486 -2.416 3.616
H -5.385 -0.819 4.911
H -5.766 1.254 -3.673
H 4.898 -2.898 2.771
C -5.922 -0.692 3.971
H 4.034 -1.710 5.594
H -6.809 1.321 -0.183
C -4.931 1.379 -2.983
H 2.023 1.015 -4.056
H 6.894 -0.201 4.105
C 7.292 3.413 0.447
C -1.231 4.821 -1.211
O -6.960 1.917 3.684
H -5.492 2.430 2.443
C 1.554 -5.422 -1.950
C 5.726 3.731 3.845
O 0.958 -4.185 2.599
C -6.402 0.916 -1.109
N -5.487 1.833 -1.705
H -2.349 -5.252 1.658
H -3.587 -0.522 -6.068
O -2.172 5.494 1.059
H -1.525 -2.988 0.549
C 2.120 -1.222 -1.254
H 0.326 -1.788 -5.176
O -2.416 2.548 3.264
C 0.207 -4.043 1.339
H 0.814 -3.729 0.490
C -2.189 0.068 -0.731
C -2.663 4.170 1.442
C -2.239 2.242 4.633
H -0.543 -2.227 -2.579
H -4.451 0.409 -2.860
C -0.994 -3.068 1.498
C -3.999 -3.724 1.622
H 1.909 0.888 1.078
H 1.427 -1.256 -3.425
C -5.941 1.686 3.118
H -3.074 -4.917 3.178
H -0.188 1.592 0.220
C 2.331 -1.318 -2.819
O 6.025 3.212 2.493
H -4.086 -0.778 1.999
H 4.751 4.210 3.934
C 6.574 4.114 1.607
H -2.240 0.345 -6.653
*
```

Löwdin atomic charge list, values in e, 6 entries: 0.1148 0.0738 0.0889 -0.1094 -0.0239 0.1153

Record 2
This record from the Open Molecules 2025 dataset describes 6 unconnected molecules or ions with the total composition C39H92F2N6O8S2 at a distorted geometry. The level of theory is ωB97M-V/def2-TZVPD.

Orbital gap, eV: 10.5
HOMO energy, eV: -17.32

```
! RIJCOSX wB97M-V def2-TZVPD def2/J DEFGRID3
* xyz 4 1
C 20.259 -3.547 2.339
H 18.281 -2.167 -1.782
H 21.121 6.198 -4.183
H 20.406 -1.275 2.687
H 19.612 7.580 0.230
H 23.597 6.484 -1.306
H 24.413 2.675 5.721
H 21.614 -1.974 1.625
C 22.020 4.546 0.904
H 15.109 1.096 -7.114
H 24.040 1.615 3.162
O 20.599 7.611 -1.477
C 19.351 7.457 -0.835
H 16.800 -2.911 -1.058
H 16.495 -3.259 -5.060
N 19.329 2.340 -1.078
H 19.865 4.082 -0.798
H 18.619 8.222 -1.096
H 22.929 -8.647 2.809
H 15.943 -4.713 -2.597
H 25.646 4.690 5.524
H 19.671 4.419 -5.921
H 20.062 9.412 -2.312
H 22.179 -4.421 -2.159
H 20.047 -5.175 5.061
C 20.578 -5.417 4.141
H 28.058 2.550 3.882
H 23.824 0.126 0.948
H 18.524 -4.575 -4.539
H 24.412 5.900 0.179
H 19.198 -3.659 2.582
F 17.414 2.109 0.143
H 25.622 0.907 2.954
H 23.255 -6.267 6.206
H 24.806 3.752 3.757
H 26.685 1.829 7.554
H 17.219 3.789 -3.224
C 15.786 1.548 -4.320
H 18.660 -4.682 -0.700
H 21.894 3.458 0.951
C 20.950 8.910 -1.914
H 21.076 -3.359 4.409
C 16.900 1.748 -3.275
H 19.905 4.722 1.570
N 17.759 2.984 -3.541
H 16.870 -5.576 -1.398
C 17.273 -2.839 -4.424
H 17.704 -2.025 -5.006
C 22.321 -5.749 5.997
C 21.153 -6.206 -1.482
O 22.732 4.808 -0.277
H 18.750 5.734 -1.994
H 24.983 2.974 0.937
H 15.539 -2.422 -2.993
C 20.593 -2.101 2.003
H 20.512 -7.903 4.071
H 22.833 -8.567 5.856
H 21.997 -4.342 -0.475
N 20.097 5.068 -0.578
C 25.986 2.616 7.275
H 23.151 -5.443 -1.026
C 18.324 3.152 -4.921
C 22.159 -5.070 -1.280
N 21.747 -6.240 4.683
O 20.294 0.843 -3.078
C 18.367 -3.711 -3.895
H 23.701 -5.966 3.586
C 26.566 4.106 5.472
O 21.263 0.425 -0.947
N 26.271 2.784 4.846
H 22.660 -4.730 5.814
H 25.290 1.133 5.715
H 20.667 -7.557 5.908
H 21.988 4.712 -4.799
H 21.843 5.020 -3.135
H 25.244 2.741 8.057
H 21.595 -6.961 -2.128
C 18.997 6.001 -0.963
C 19.212 4.367 -4.928
H 22.874 6.855 0.138
H 21.693 8.826 -2.703
C 21.126 -7.645 4.929
H 19.932 -6.027 3.520
H 20.416 -4.191 1.473
H 18.675 5.318 -4.845
O 20.164 4.272 -3.874
N 17.961 -4.115 -2.476
H 17.200 -5.873 -3.215
S 18.859 1.315 -0.079
H 24.196 -8.308 3.979
H 28.121 2.142 5.569
C 25.632 3.091 3.498
H 22.469 4.705 1.887
H 22.349 -6.366 2.675
C 22.296 -8.602 4.903
H 24.112 1.084 -0.516
H 27.329 4.640 4.909
H 18.087 5.782 -0.402
H 20.105 -1.769 1.077
C 21.065 -4.040 3.560
H 27.427 0.989 4.270
C 16.897 -5.204 -2.417
H 14.685 0.022 -5.876
C 22.815 -6.597 3.635
C 17.414 -2.805 -1.948
H 27.898 3.720 7.136
H 18.485 2.859 -2.816
H 22.049 -9.664 4.909
H 18.800 2.210 -5.176
C 25.368 2.194 5.937
H 16.039 -0.411 -6.910
C 23.159 -8.106 3.724
H 15.043 0.881 -3.879
C 19.806 -5.828 -2.155
H 17.543 0.885 -3.436
H 26.386 3.607 2.911
O 18.331 0.053 -0.489
O 19.414 1.580 1.220
C 23.456 6.046 -0.318
H 19.135 -6.680 -2.044
C 25.059 1.835 2.844
H 20.934 -6.653 -0.509
H 22.111 -4.106 3.251
H 20.013 -5.798 -3.228
H 21.565 -5.873 6.763
C 24.033 1.127 0.570
H 16.534 1.806 -2.254
H 20.932 5.266 -1.143
H 16.651 -1.187 -3.181
H 21.319 9.558 -1.113
H 17.496 3.339 -5.601
H 26.623 4.888 7.411
O 16.458 1.026 -5.459
H 15.338 2.469 -4.712
S 20.506 1.360 -1.753
H 20.705 6.151 1.202
C 26.838 3.916 6.976
H 23.078 1.651 0.683
C 27.539 1.992 4.665
H 19.787 -3.680 -1.428
F 21.533 2.582 -1.922
C 21.287 5.126 -4.074
H 26.104 1.656 0.961
H 19.289 -3.143 -3.793
C 16.611 -2.278 -3.136
C 20.605 5.124 0.840
C 15.570 0.419 -6.389
C 25.105 1.946 1.292
C 19.175 -4.552 -1.660
*
```

Löwdin atomic charge list, values in e, 6 entries: -0.2434 0.1145 0.1000 0.0836 0.1248 0.0968

Going through the records in order, we get E_tot values of -83231.465, -94323.473 eV.